# 1
A structure of composition C2H6O2V, computed with ωB97M-V/def2-TZVPD.

```
11
C2H6O2V, DFT ωB97M-V/def2-TZVPD
C 2.538 0.614 -0.406
C 1.098 1.026 -0.259
O 0.318 -0.215 -0.109
H 3.108 1.516 -0.666
H 2.940 0.214 0.533
H 2.663 -0.121 -1.212
H 0.699 1.520 -1.150
H 0.919 1.624 0.642
H 0.451 -0.622 1.041
V -1.920 -0.203 -0.668
O -0.754 -0.079 0.809
```

Its charge is +2. The max |F| comes out at 3.53 eV/Å. Its expectation value of S² is 3.76. The value obtained for the calculated total energy is -1173.31652 Eh. The molecular weight comes out at 113.01 g mol⁻¹. For the highest occupied orbital energy (spin up / spin down), the calculation gives -20.9785 / -21.0169 eV. The multiplicity is 4. The orbital gap (spin up / spin down) comes out at 9.30 / 9.68 eV.

# 2
An isolated molecule of C2H6O3, computed with ωB97M-V/def2-TZVPD.

```
11
C2H6O3, DFT ωB97M-V/def2-TZVPD
C -0.532 -0.886 1.152
O -0.802 0.013 0.087
H -0.653 -0.515 -1.402
H -1.475 -1.279 1.540
H 0.091 -1.723 0.811
H -0.012 -0.377 1.970
C 0.507 0.522 -0.704
O 0.310 1.802 -1.151
O 0.393 -0.373 -1.698
H 0.806 2.401 -0.576
H 1.365 0.416 -0.030
```

The max |F| comes out at 3.16 eV/Å. The value obtained for the calculated total energy is -305.46269 Eh. The molecular weight comes out at 78.07 g mol⁻¹. As for the structure (SMILES): COC(O)O. For the highest occupied orbital energy, the calculation gives -10.1616 eV. The value obtained for the relative energy (zero: lowest compared OMol25 entry of this formula, charge and spin) is 56.4 kcal per mole. The orbital gap comes out at 10.86 eV.

# 3
An isolated molecule of C2H6O3S, computed with ωB97M-V/def2-TZVPD.

```
12
C2H6O3S, DFT ωB97M-V/def2-TZVPD
C 0.407 1.114 -0.331
C -1.150 -1.212 0.647
O -1.719 1.406 1.215
O -2.139 0.514 -1.067
O -0.923 -1.854 -0.612
S -1.355 0.548 0.113
H 0.442 1.999 -1.112
H 0.855 1.678 0.467
H 0.834 0.187 -0.522
H -2.104 -1.472 1.134
H -0.305 -1.293 1.344
H -0.661 -1.140 -1.176
```

The max |F| comes out at 3.82 eV/Å. The value obtained for the calculated total energy is -703.63694 Eh. The molecular weight comes out at 110.13 g mol⁻¹. As for the structure (SMILES): CS(=O)(=O)CO. For the highest occupied orbital energy, the calculation gives -10.6695 eV. The value obtained for the relative energy (zero: lowest compared OMol25 entry of this formula, charge and spin) is 47.7 kcal per mole. The orbital gap comes out at 11.26 eV.

# 4
A structure of composition C2H6O3Zn, computed with ωB97M-V/def2-TZVPD.

```
12
C2H6O3Zn, DFT ωB97M-V/def2-TZVPD
C -0.858 -1.760 0.073
O 0.227 -0.825 0.090
C 0.049 0.393 -0.358
O 1.077 0.875 -0.924
Zn 2.373 -0.216 -1.780
H -1.346 -1.730 1.052
H -1.575 -1.503 -0.716
H -0.419 -2.742 -0.122
H -0.948 0.830 -0.500
O 0.072 2.364 1.064
H 0.474 1.886 1.797
H 0.875 2.426 0.324
```

Its charge is +1. The max |F| comes out at 4.40 eV/Å. Its expectation value of S² is 0.75. The value obtained for the calculated total energy is -2084.51278 Eh. The molecular weight comes out at 143.46 g mol⁻¹. For the highest occupied orbital energy (spin up / spin down), the calculation gives -13.4642 / -15.5416 eV. The multiplicity is 2. The orbital gap (spin up / spin down) comes out at 9.13 / 9.08 eV.

# 5
A structure of composition C2H6ORb, computed with ωB97M-V/def2-TZVPD.

```
10
C2H6ORb, DFT ωB97M-V/def2-TZVPD
Rb 1.321 2.901 -5.135
C 0.375 -1.156 0.960
C -0.426 0.093 0.605
O -0.550 0.367 -0.750
H 0.283 -1.335 2.032
H 1.428 -1.160 0.677
H -0.039 -1.956 0.347
H -0.186 0.960 1.221
H -1.445 0.002 0.980
H -0.762 1.285 -0.937
```

Its charge is +1. The max |F| comes out at 2.45 eV/Å. The value obtained for the calculated total energy is -178.88875 Eh. The molecular weight comes out at 131.54 g mol⁻¹. For the highest occupied orbital energy, the calculation gives -12.3212 eV. The value obtained for the relative energy (zero: lowest compared OMol25 entry of this formula, charge and spin) is 22.2 kcal per mole. The orbital gap comes out at 7.80 eV.

# 6
An isolated molecule of C2H6OS2, computed with ωB97M-V/def2-TZVPD.

```
11
C2H6OS2, DFT ωB97M-V/def2-TZVPD
C -0.740 -1.793 -0.008
C -0.147 0.956 -1.237
O -2.338 1.749 0.162
S -1.672 -0.980 1.154
S -1.434 0.631 -0.154
H 0.089 -2.354 0.378
H -1.302 -2.547 -0.525
H -0.422 -1.166 -0.890
H 0.796 0.276 -1.024
H 0.011 2.014 -1.183
H -2.291 -0.030 -0.960
```

The max |F| comes out at 4.61 eV/Å. The value obtained for the calculated total energy is -951.22475 Eh. The molecular weight comes out at 110.20 g mol⁻¹. As for the structure (SMILES): C=[S@H](=O)SC. For the highest occupied orbital energy, the calculation gives -8.7193 eV. The value obtained for the relative energy (zero: lowest compared OMol25 entry of this formula, charge and spin) is 105.0 kcal per mole. The orbital gap comes out at 8.21 eV.

# 7
An isolated molecule of C2H6OSi, computed with ωB97M-V/def2-TZVPD.

```
10
C2H6OSi, DFT ωB97M-V/def2-TZVPD
C -0.503 0.829 -2.377
C 0.525 -0.174 1.987
O -0.149 0.456 -1.217
Si 0.382 -0.793 0.054
H -1.234 0.166 -2.869
H 0.310 -1.113 2.648
H 1.572 0.120 2.081
H -0.096 0.566 2.452
H -0.179 1.733 -3.077
H -0.626 -1.789 0.317
```

The max |F| comes out at 2.91 eV/Å. The value obtained for the calculated total energy is -444.39138 Eh. The molecular weight comes out at 74.15 g mol⁻¹. For the highest occupied orbital energy (spin up / spin down), the calculation gives -6.9286 / -7.5645 eV. The value obtained for the relative energy (zero: lowest compared OMol25 entry of this formula, charge and spin) is 100.2 kcal per mole. The orbital gap (spin up / spin down) comes out at 5.99 / 7.93 eV.

# 8
A cluster of 2 separate species, C2H6OSi in total, computed with ωB97M-V/def2-TZVPD.

```
10
C2H6OSi, DFT ωB97M-V/def2-TZVPD
C 1.912 0.287 -0.212
C -1.267 -1.005 -0.498
O 1.796 1.472 0.168
Si -1.109 0.594 0.367
H 2.348 -0.373 -0.899
H 1.391 -0.483 0.534
H -2.121 -1.496 -0.288
H 0.052 1.225 0.911
H -2.298 1.221 1.111
H -0.703 -1.441 -1.194
```

The max |F| comes out at 6.91 eV/Å. The value obtained for the calculated total energy is -444.34408 Eh. The molecular weight comes out at 74.15 g mol⁻¹. As for the structure (SMILES): C=[SiH2].C=O. For the highest occupied orbital energy, the calculation gives -8.2475 eV. The value obtained for the relative energy (zero: lowest compared OMol25 entry of this formula, charge and spin) is 129.9 kcal per mole. The orbital gap comes out at 8.22 eV.

# 9
An isolated molecule of C2H6OSi, computed with ωB97M-V/def2-TZVPD.

```
10
C2H6OSi, DFT ωB97M-V/def2-TZVPD
C 2.427 0.301 -0.600
C -1.681 -0.076 -0.612
O 1.166 0.248 -0.459
Si -0.153 0.404 0.482
H 2.741 0.627 -1.716
H 3.036 -0.605 -0.165
H -2.584 0.414 -0.152
H -1.399 0.183 -1.685
H -1.974 -1.209 -0.648
H -0.154 -0.342 1.773
```

The max |F| comes out at 5.65 eV/Å. The value obtained for the calculated total energy is -444.40809 Eh. The molecular weight comes out at 74.15 g mol⁻¹. For the highest occupied orbital energy (spin up / spin down), the calculation gives -7.7517 / -7.4415 eV. The value obtained for the relative energy (zero: lowest compared OMol25 entry of this formula, charge and spin) is 89.7 kcal per mole. The orbital gap (spin up / spin down) comes out at 7.36 / 8.02 eV.

# 10
An isolated molecule of C2H6P2, computed with ωB97M-V/def2-TZVPD.

```
10
C2H6P2, DFT ωB97M-V/def2-TZVPD
C -0.515 -0.775 0.164
C 0.861 -0.756 0.100
P -2.062 0.520 0.088
P 1.973 0.791 -0.188
H -1.689 1.684 -0.694
H -0.911 -1.708 0.077
H 1.533 -1.676 0.240
H -2.512 -0.406 -0.893
H 2.494 0.589 1.043
H 0.827 1.737 0.063
```

The max |F| comes out at 4.45 eV/Å. The value obtained for the calculated total energy is -762.38920 Eh. The molecular weight comes out at 92.02 g mol⁻¹. As for the structure (SMILES): P/C=C\P. For the highest occupied orbital energy, the calculation gives -8.8537 eV. The value obtained for the relative energy (zero: lowest compared OMol25 entry of this formula, charge and spin) is 32.9 kcal per mole. The orbital gap comes out at 9.78 eV.

What is the formula in the fifth record? C2H6ORb